No. 1
5 unconnected molecules or ions with the total composition C6H19NO4 at a distorted geometry, computed with ωB97M-V/def2-TZVPD.

Structure (ORCA input):
```
! wB97M-V def2-TZVPD RIJCOSX def2/J DEFGRID3
* xyz 0 1
C 0.3358 -1.0417 -2.1971
N 0.5687 -0.8962 0.5897
C 0.5703 0.2998 -0.1487
C 0.2509 0.3026 -1.4520
C 0.0634 1.4636 -2.2922
C 0.2818 2.5687 0.8286
C 1.0493 1.4779 0.6210
H 0.7153 -1.8406 -1.6134
H 0.8538 -0.8500 -3.0802
H -0.6931 -1.4808 -2.6342
H 1.3329 -0.8868 1.2970
H 0.6253 -1.7248 0.0421
H -0.6679 1.2921 -3.2096
H -0.3016 2.3327 -1.6974
H 1.0274 1.6729 -2.8761
H 0.7042 3.4845 1.0669
H -0.8070 2.7106 0.6765
H 2.0680 1.4734 0.9676
H -2.8665 1.2394 0.7516
H -2.4389 -0.2413 0.4184
O -3.0701 0.4844 0.1790
H -1.1136 -2.8185 2.0429
H -1.3441 -1.5806 1.4584
O -1.5228 -2.0297 2.3218
H -1.6664 0.7420 3.5243
H -0.2163 1.0850 3.0366
O -1.0874 1.4715 3.0973
H 2.5304 -2.9436 0.1442
H 2.5353 -2.5344 -1.1746
O 2.2829 -3.2321 -0.6884
*
```

Results
Energy relative to the best compared isomer or geometry (same formula, charge and spin) = 3.797 eV
SMILES = C=CC(N)=C(C)C.O.O.O.O

No. 2
A single C3H8N4 molecule at a distorted geometry, computed with ωB97M-V/def2-TZVPD.

Structure (ORCA input):
```
! wB97M-V def2-TZVPD RIJCOSX def2/J DEFGRID3
* xyz 0 3
C 0.3478 0.2517 0.6590
C -0.6914 -0.0126 -0.2734
C 1.1183 0.3608 2.8311
N 0.5645 0.2426 -2.1734
N 0.0245 0.2552 1.9032
N -0.4768 -0.0312 -1.5807
N -1.5833 -0.2472 -2.4335
H 1.3908 0.2059 0.4183
H -1.7427 -0.1639 0.0671
H 1.3863 -0.5851 3.2085
H 2.0506 0.5392 2.2366
H 0.7916 1.1134 3.5653
H 0.5038 -0.2602 -3.0269
H -1.3464 -0.8150 -3.3027
H -2.3377 -0.8535 -2.0985
*
```

Results
Expectation value of S² = 2.02
Energy relative to the best compared isomer or geometry (same formula, charge and spin) = 1.139 eV

No. 3
2 unconnected molecules or ions with the total composition H4O3SSi at a distorted geometry, computed with ωB97M-V/def2-TZVPD.

Structure (ORCA input):
```
! wB97M-V def2-TZVPD RIJCOSX def2/J DEFGRID3
* xyz 0 1
O -0.5389 1.4093 1.0361
O -1.1028 0.2359 -1.4707
O -0.8843 -1.1082 0.9710
Si -0.5343 0.1443 0.0169
S 2.5556 -0.2302 -0.1716
H 0.2790 1.8734 0.9389
H -1.3771 1.0962 -1.9019
H -0.5174 -1.9232 0.8860
H 2.1202 -1.4976 -0.3047
*
```

Results
Energy relative to the best compared isomer or geometry (same formula, charge and spin) = 2.432 eV

No. 4
A molecular structure, C22H28ClF3HoN2O4 at a distorted geometry, computed with ωB97M-V/def2-TZVPD.

Structure (ORCA input):
```
! wB97M-V def2-TZVPD RIJCOSX def2/J DEFGRID3
* xyz -1 5
Ho -0.2296 -0.2069 0.2489
Cl 0.2023 -0.1091 -2.1940
N 1.7935 -1.4814 0.2456
N -2.2489 0.8928 -0.2254
C 2.8050 -1.1191 1.0038
C -2.3547 2.1694 0.0604
C 2.1004 -2.8091 -0.3330
C 3.2820 -3.2651 0.5273
C 2.5311 -2.6807 -1.7812
C 0.8846 -3.7015 -0.2337
H 3.4749 -2.1216 -1.8511
H 1.7651 -2.1574 -2.3646
H 2.6895 -3.6883 -2.1857
H 0.4422 -3.6578 0.7723
H 1.1797 -4.7382 -0.4606
H 0.1139 -3.3936 -0.9632
C -3.5121 0.4261 -0.8362
C -4.3223 1.7245 -0.9424
C -4.1640 -0.5874 0.0964
C -3.2639 -0.2047 -2.1910
H -2.7585 0.5068 -2.8483
H -4.2309 -0.4791 -2.6246
H -2.6431 -1.1024 -2.1080
H -4.3534 -0.1268 1.0761
H -3.5181 -1.4672 0.2301
H -5.1169 -0.9108 -0.3417
O -3.4836 2.7595 -0.2945
H -5.2825 1.6928 -0.4074
H -4.4787 2.0445 -1.9825
O 3.7332 -2.0360 1.2231
H 4.1414 -3.6467 -0.0435
H 2.9824 -3.9955 1.2956
C 2.9179 0.2539 1.6140
C -1.2773 2.9475 0.7798
C 0.1316 2.5716 0.3464
H -1.3963 2.7033 1.8467
H -1.4826 4.0199 0.6349
C 0.8241 1.5270 1.0092
C 2.1951 1.2804 0.7626
H 0.2536 0.8322 1.8142
C 2.7794 1.8667 -0.3550
C 2.0377 2.7835 -1.1053
C 4.1493 1.4340 -0.8064
C 0.7392 3.1605 -0.7638
H 2.4929 3.2246 -1.9861
C -0.0381 4.1129 -1.6315
H 0.6233 4.5942 -2.3547
H -0.5257 4.8992 -1.0503
H -0.8207 3.5944 -2.2007
H 4.8551 1.3540 0.0245
H 4.5571 2.1469 -1.5258
H 4.1206 0.4554 -1.3072
H 3.9836 0.4861 1.7518
H 2.4404 0.1901 2.6018
F -2.5192 -1.4603 4.6215
C -1.8597 -2.1950 3.6934
F -0.7436 -2.7238 4.2751
F -2.6586 -3.2231 3.3034
C -1.4296 -1.3244 2.4614
O -1.4598 -0.0742 2.5572
O -1.0501 -1.9671 1.4224
*
```

Results
Expectation value of S² = 6.07
DFT total energy = -2973.51937 Ha

No. 5
A molecular structure, C4H12BrLi2O4 at a distorted geometry, computed with ωB97M-V/def2-TZVPD.

Structure (ORCA input):
```
! wB97M-V def2-TZVPD RIJCOSX def2/J DEFGRID3
* xyz 0 2
Li -4.2969 -1.0534 -1.1783
Li -2.7507 3.2383 -0.7544
Br -2.6548 0.8077 -1.1677
C -0.5321 -2.1984 2.8345
C 0.0116 -1.1625 1.9024
O -0.6867 0.0588 1.8439
O -1.7988 -2.6727 2.3872
H -0.5496 -1.7284 3.8178
H 0.1442 -3.0519 2.8827
H 0.0247 -1.5061 0.8680
H 0.9933 -0.8249 2.2345
H -1.4519 0.1311 1.2687
H -2.2203 -3.1516 3.1045
C 2.3705 1.3076 -1.6243
C 1.4832 1.2649 -2.8798
O 0.3199 2.0463 -2.6304
O 1.6822 0.7804 -0.4629
H 2.7389 2.2635 -1.2519
H 3.2788 0.7420 -1.8319
H 1.3514 0.1984 -3.0620
H 1.9213 1.6600 -3.7964
H -0.3321 1.4718 -2.2223
H 0.9540 1.3792 -0.2819
*
```

Results
Expectation value of S² = 0.75
Energy relative to the best compared isomer or geometry (same formula, charge and spin) = 0.000 eV

No. 6
12 unconnected molecules or ions with the total composition C5H32NO12 at a distorted geometry, computed with ωB97M-V/def2-TZVPD.

Structure (ORCA input):
```
! wB97M-V def2-TZVPD RIJCOSX def2/J DEFGRID3
* xyz 1 1
O 3.1885 0.4246 1.9123
C 2.0879 0.0276 2.2251
C 0.8768 0.9974 2.1951
C -0.5677 0.5621 2.4369
C -1.0300 -0.3646 1.3822
C -1.6419 -1.4940 1.6633
N -0.9531 0.1558 -0.0363
H 1.8280 -0.9665 2.5225
H 0.9377 1.7403 1.3719
H 1.0782 1.7752 2.9414
H -0.5839 0.1245 3.4292
H -1.2545 1.4917 2.4456
H -2.0668 -2.0854 0.8560
H -1.6757 -1.9980 2.6073
H -0.5757 -0.6104 -0.6492
H -0.2673 0.9665 -0.0980
H -1.9296 0.3857 -0.2286
H 3.3063 -1.1422 -3.2586
H 1.9476 -1.2221 -2.2505
O 2.7919 -0.8552 -2.4945
H -4.1776 0.7776 0.0187
H -4.5287 -0.2246 1.2667
O -3.9254 0.0466 0.5821
H 2.4086 -1.7738 -0.0170
H 3.7207 -2.0080 0.8812
O 2.9133 -2.3904 0.5118
H 0.8702 -3.9698 4.0799
H 1.2208 -2.6826 4.8496
O 0.7719 -3.0062 4.0633
H 1.3029 1.5524 -1.9474
H 1.9812 1.3529 -0.6303
O 1.1508 1.0974 -1.0955
H -4.1263 2.0347 -2.9932
H -2.8045 1.1378 -2.8582
O -3.3492 1.8218 -2.4597
H 1.0377 -0.2835 -5.6706
H 0.8756 1.0372 -4.8630
O 0.4459 0.1930 -5.0117
H -2.0665 4.1317 0.6836
H -2.6613 2.7645 0.4065
O -2.0185 3.2103 0.9679
H -0.7806 -1.1248 -2.8083
H -1.6495 -0.4961 -3.8852
O -1.5241 -0.5165 -2.9275
H 2.4379 2.8567 1.3195
H 3.6192 2.0892 0.7163
O 2.7998 2.5328 0.4877
H 0.6153 -2.6889 -0.2129
H -0.1754 -3.0771 -1.4749
O 0.1191 -2.3073 -0.9526
*
```

Results
Energy relative to the best compared isomer or geometry (same formula, charge and spin) = 1.827 eV

No. 7
A gas-phase ion, C25H34NO3Si (charge +1) at a distorted geometry, computed with ωB97M-V/def2-TZVPD.

Structure (ORCA input):
```
! wB97M-V def2-TZVPD RIJCOSX def2/J DEFGRID3
* xyz 1 1
C -3.3889 -0.2649 2.3703
C -2.1176 -0.9285 2.8619
C -1.7452 -2.1515 2.0404
C -1.0745 0.1360 2.5680
O 0.0278 -0.1864 1.9831
Si 1.6955 0.4933 1.7072
C 2.4932 -0.2734 0.2117
C 1.6559 2.3321 1.4723
C 2.3941 -0.0608 3.3166
O -1.4099 1.3911 2.7395
C -1.5626 2.2013 1.4635
H -4.2143 -0.9815 2.3252
H -3.6696 0.5653 3.0324
H -3.2370 0.1371 1.3583
H -2.4538 -2.9687 2.2334
H -1.7384 -1.9137 0.9707
H -0.7460 -2.5033 2.3208
H 3.5764 -0.0837 0.3059
H 2.3374 -1.3593 0.1538
H 2.1549 0.1875 -0.7286
H 2.6981 2.6621 1.6079
H 1.3489 2.6255 0.4594
H 1.0345 2.8556 2.2097
H 3.4074 0.3202 3.4997
H 1.7554 0.2953 4.1325
H 2.4195 -1.1587 3.3630
H -1.5377 3.2292 1.8136
H -0.7154 1.9691 0.8013
H -2.5213 1.9397 0.9837
C -7.9753 -4.2119 4.5236
O -6.6854 -4.7227 4.9217
C -5.6512 -3.8433 4.9821
C -5.8094 -2.4522 4.8251
C -4.6739 -1.6732 4.6275
C -3.3923 -2.2202 4.6297
C -2.1445 -1.3492 4.2898
C -1.9921 -0.2416 5.2974
C -0.7339 0.1434 5.9166
C 0.5427 -0.4194 6.0023
C 1.5434 0.2784 6.6994
C 1.2742 1.4996 7.3344
C -0.0307 2.0193 7.3574
C -0.9995 1.3290 6.6516
N -2.3723 1.5448 6.6186
C -3.1003 2.5170 7.3907
C -2.9692 0.5618 5.8657
C -3.2472 -3.5820 4.9114
C -4.3521 -4.3854 5.1194
H -8.6020 -5.0993 4.5447
H -8.3525 -3.4580 5.2269
H -7.9410 -3.7843 3.5124
H -6.8015 -1.9925 4.7701
H -4.8336 -0.6162 4.4198
H -1.2792 -2.0105 4.4133
H 0.7499 -1.3775 5.5128
H 2.5565 -0.1340 6.7409
H 2.0825 2.0293 7.8309
H -0.2891 2.9139 7.9131
H -2.4073 3.2890 7.7280
H -3.8892 2.9467 6.7640
H -3.5754 2.0352 8.2566
H -4.0616 0.5471 5.7924
H -2.2436 -4.0065 4.9364
H -4.2452 -5.4451 5.3168
*
```

Results
DFT total energy = -1542.79266 Ha

No. 8
2 unconnected molecules or ions with the total composition C3H6INO2 at a distorted geometry, computed with ωB97M-V/def2-TZVPD.

Structure (ORCA input):
```
! wB97M-V def2-TZVPD RIJCOSX def2/J DEFGRID3
* xyz 0 1
C -0.8792 -2.2189 -0.0394
C -0.5254 0.8918 -0.5461
C -1.4037 0.1258 0.3878
N 0.4218 -2.1336 -0.0802
O -1.7583 -2.9958 -0.1043
O 0.8435 0.6895 -0.2179
I -3.4638 0.1725 -0.0916
H -0.6503 0.5352 -1.5716
H -0.7547 1.9721 -0.5420
H -1.2406 0.2857 1.4428
H 0.8570 -1.2147 -0.0898
H 1.0104 -2.9495 -0.2197
H 1.0308 1.1690 0.5977
*
```

Results
Energy relative to the best compared isomer or geometry (same formula, charge and spin) = 2.554 eV

No. 9
3 unconnected molecules or ions with the total composition C22H42B2Br2ClF4O12S2 at a distorted geometry, computed with ωB97M-V/def2-TZVPD.

Structure (ORCA input):
```
! wB97M-V def2-TZVPD RIJCOSX def2/J DEFGRID3
* xyz -1 1
O -3.9681 -0.6974 -1.8347
C -3.6084 -1.1706 -0.8224
O -4.0536 -0.6449 0.3602
C -2.6597 -2.3513 -0.8366
C -2.1119 -2.7330 0.5676
C -0.5825 -2.6630 0.6565
C -0.0694 -2.2549 2.0857
C -0.3965 -3.4791 2.9708
C 0.7764 -4.1632 3.6832
C 1.6287 -5.0696 2.8003
F 1.7733 -4.6479 1.5506
Br 0.6225 -6.7887 2.6492
C 3.0386 -5.4047 3.4446
F 3.2589 -6.7106 3.4968
F 3.0990 -5.0039 4.6848
Br 4.4833 -4.6862 2.3686
O -0.7649 -1.0926 2.4173
B -0.1708 0.1106 1.7328
C -0.1087 1.2314 2.9259
C 0.1084 2.7029 2.4831
C 1.5687 3.1461 2.5034
Cl 1.7148 4.7070 1.5686
C -0.8915 0.6020 0.3230
B 0.2179 0.9506 -0.7161
O 0.6062 -0.0176 -1.6471
O 0.8294 2.2147 -0.7807
O 1.1233 -0.4962 1.2598
C 1.4042 -1.7374 1.9409
C 2.1642 -1.2888 3.1983
C 3.1937 -0.2104 2.9244
F 4.3980 -0.5577 3.5851
H -3.7055 0.2563 0.4413
H -3.2319 -3.1840 -1.2388
H -1.8366 -2.0845 -1.4932
H -2.3891 -3.7847 0.7018
H -2.6344 -2.1865 1.3484
H -0.2083 -3.6739 0.4493
H -0.1348 -2.0430 -0.1189
H -1.0794 -3.1311 3.7515
H -0.9456 -4.2575 2.4447
H 1.4021 -3.4804 4.2517
H 0.3442 -4.8220 4.4357
H 0.6124 0.9906 3.7162
H -1.0883 1.2059 3.4173
H -0.3064 2.9548 1.5081
H -0.4172 3.3425 3.2042
H 2.2065 2.4430 1.9785
H 1.8821 3.3211 3.5283
H -1.5317 -0.1576 -0.1272
H -1.5174 1.4919 0.4986
H 0.9430 0.3980 -2.4530
H 0.8875 2.4411 -1.7204
H 2.0567 -2.2336 1.2191
H 1.4964 -1.0468 4.0229
H 2.7475 -2.1526 3.5581
H 2.8767 0.7243 3.3788
H 3.4435 -0.1230 1.8727
O -1.4125 8.7645 0.3245
S -0.0313 9.0699 0.1107
O 0.4882 10.3670 0.4247
O 0.3382 8.7240 -1.4063
C -0.4830 9.2823 -2.4415
C -0.1513 10.7382 -2.7096
C 0.9738 7.8416 0.8703
H -1.5391 9.1550 -2.1962
H -0.2849 8.6908 -3.3344
H -0.4279 11.3669 -1.8635
H -0.6905 11.0941 -3.5889
H 0.9194 10.8648 -2.8727
H 0.6092 6.8603 0.5827
H 0.8951 7.9706 1.9473
H 2.0029 7.9848 0.5503
O -1.8462 -3.4222 -3.8177
S -2.1807 -4.2872 -4.9009
O -2.8123 -5.5500 -4.6729
O -0.8784 -4.5134 -5.7980
C 0.3188 -4.9572 -5.1355
C 0.2846 -6.4423 -4.8313
C -3.1167 -3.3897 -6.0931
H 0.4890 -4.3710 -4.2305
H 1.1382 -4.7413 -5.8197
H -0.4672 -6.6720 -4.0766
H 1.2539 -6.7743 -4.4576
H 0.0327 -7.0128 -5.7261
H -2.6072 -2.4537 -6.3058
H -4.0959 -3.1970 -5.6601
H -3.2148 -3.9950 -6.9909
*
```

Results
DFT total energy = -8620.32956 Ha

No. 10
A single C6H5P molecule at a distorted geometry, computed with ωB97M-V/def2-TZVPD.

Structure (ORCA input):
```
! wB97M-V def2-TZVPD RIJCOSX def2/J DEFGRID3
* xyz 0 1
C 0.5840 1.2016 -0.1262
C -0.6312 1.4491 -0.7388
C 0.9617 0.0630 0.6525
C 0.4578 -1.2824 0.5610
C -1.5615 -0.5396 -0.2597
C -0.7861 -1.5323 -0.0860
P -2.0780 0.9042 0.3645
H 1.5375 1.7744 -0.1762
H -0.6129 2.2507 -1.5405
H 1.8631 0.1813 1.1425
H 0.9255 -2.1571 1.0419
H -0.6599 -2.3129 -0.8351
*
```

Results
Energy relative to the best compared isomer or geometry (same formula, charge and spin) = 0.798 eV
SMILES = C1#P=CC=CC=C1

No. 11
A single C4H9NO2 molecule, computed with ωB97M-V/def2-TZVPD.

Structure (ORCA input):
```
! wB97M-V def2-TZVPD RIJCOSX def2/J DEFGRID3
* xyz 0 1
C -1.8319 -0.4977 -0.4762
C -0.3407 -0.7294 -0.3285
O 0.4075 0.1860 -1.1410
C 0.2100 -0.4970 1.0905
N 1.5378 0.0780 0.8704
C 1.3353 0.8657 -0.3115
O 0.8001 2.0982 0.0803
H -2.3880 -1.2137 0.1400
H -2.1459 -0.6250 -1.5166
H -2.0944 0.5155 -0.1529
H -0.0880 -1.7431 -0.6709
H 0.2730 2.4098 -0.6671
H -0.4039 0.2348 1.6258
H 0.2658 -1.4102 1.6875
H 2.1974 -0.6632 0.6493
H 2.2658 0.9915 -0.8792
*
```

Results
Energy relative to the best compared isomer or geometry (same formula, charge and spin) = 1.166 eV
SMILES = C[C@@H]1CN[C@H](O)O1

No. 12
2 unconnected molecules or ions with the total composition C4H14N3O at a distorted geometry, computed with ωB97M-V/def2-TZVPD.

Structure (ORCA input):
```
! wB97M-V def2-TZVPD RIJCOSX def2/J DEFGRID3
* xyz 1 1
N 0.1625 1.2880 0.8715
C 1.0585 0.5419 -0.1203
C 2.5058 1.1002 -0.0103
N 3.2021 0.8573 -1.2813
H 0.5493 1.0572 1.7856
H 0.1560 2.2997 0.6785
H -0.8003 0.9002 0.7326
H 1.0302 -0.5070 0.1534
H 0.6671 0.6556 -1.1257
H 2.3661 2.1544 0.2591
H 3.0037 0.6761 0.9407
H 4.1814 1.2016 -1.3645
H 3.2803 -0.1831 -1.2906
C -1.8632 -2.0587 1.0521
C -1.7389 -1.0200 -0.0609
N -2.3885 0.1814 0.2090
O -1.2128 -1.2475 -1.1229
H -1.4167 -1.7761 2.0189
H -1.2883 -2.9384 0.8076
H -2.9554 -2.1694 1.2234
H -2.6494 0.8003 -0.5713
H -3.0271 0.1418 0.9779
*
```

Results
Energy relative to the best compared isomer or geometry (same formula, charge and spin) = 1.571 eV

No. 13
A single CH2N2O3S molecule at a distorted geometry, computed with ωB97M-V/def2-TZVPD.

Structure (ORCA input):
```
! wB97M-V def2-TZVPD RIJCOSX def2/J DEFGRID3
* xyz 0 1
C -0.0523 0.6927 -0.5913
N 0.5350 -0.3379 -1.1855
N -0.7192 0.2663 0.7327
O -0.1654 1.8512 -0.8819
O 0.3728 -0.6704 1.3704
O 0.4065 -1.4347 2.4084
S -2.1140 0.9851 1.0103
H 0.8730 -1.1195 -0.6697
H 0.8635 -0.2329 -2.1934
*
```

Results
Energy relative to the best compared isomer or geometry (same formula, charge and spin) = 6.056 eV

Calculated M in order - 169.221, 100.125, 112.182, 641.853, 217.922, 298.306, 424.637, 214.990, 855.577, 108.080, 103.121, 120.176, 122.105 g mol⁻¹